No. 1
Density functional theory data (ωB97M-V/def2-TZVPD) for a structure of composition C28H42NO4PdS2Si.

Properties
2S+1 = 1
net charge = -1
calculated total energy = -72426.77566 eV
energy above the lowest of the compared OMol25 structures with the same formula, charge and spin = 135.1 kJ/mol

Last column: Löwdin charge in e.
Atoms and positions in Å:
Pd  1.08365  -0.94228  -0.71275  0.694
S  0.25085  0.31623  2.63708  1.015
S  3.65343  2.41215  -0.38831  0.951
Si  0.40351  -4.22053  -0.72592  0.408
O  -2.27781  -2.04958  3.72638  -0.008
O  -1.82245  -0.53702  -0.51665  -0.042
O  3.63504  1.04786  -0.97867  -0.523
O  0.89635  0.28174  1.28142  -0.587
N  -1.64934  -1.34286  1.62854  0.107
C  2.05410  4.59770  -0.84729  -0.103
C  0.88325  5.23105  -1.24090  -0.086
C  1.32077  -2.80417  0.04523  -0.328
C  2.08963  3.21192  -0.76883  -0.379
C  -0.21143  -0.12248  -3.52980  -0.100
C  1.51320  -5.19059  -1.90797  -0.199
C  -1.66824  1.82248  1.35375  -0.083
C  1.60636  -1.57441  -2.53084  -0.259
C  -3.28354  1.98561  3.61189  -0.084
C  1.28982  -0.40686  -3.46783  -0.514
C  -1.28711  1.22845  2.53942  -0.388
C  -3.74835  -1.59386  0.50210  -0.097
C  -0.17989  3.08726  -1.52867  -0.067
C  0.97881  2.45706  -1.10695  -0.082
C  1.82950  -0.67281  -4.87613  -0.101
C  -0.22902  4.47525  -1.59040  -0.075
C  -0.07969  -5.43349  0.63872  -0.201
C  1.17164  1.67490  3.44533  -0.311
C  2.86320  3.18153  2.26592  -0.234
C  -3.90640  -2.09493  1.92848  -0.101
C  -2.29815  -1.09962  0.46970  -0.535
C  3.49579  2.09697  1.39847  -0.321
C  -1.17968  -3.74216  -1.63506  -0.180
C  -3.67047  2.60745  2.42998  -0.095
C  -2.52245  -1.84072  2.54424  -0.536
C  -2.08801  1.28713  3.67115  -0.088
C  1.38686  2.92475  2.57831  -0.220
C  -2.86616  2.52017  1.30259  -0.064
H  0.80670  -5.81660  1.15003  0.020
H  -4.61031  3.14349  2.38469  0.094
H  1.72203  -4.63473  -2.82204  0.010
H  -3.17969  2.97850  0.37241  0.103
H  2.97849  4.16384  1.79758  0.096
H  0.82769  2.83500  1.64623  0.086
H  0.84534  6.31156  -1.29658  0.099
H  -4.65149  -1.55023  2.50997  0.105
H  1.80726  0.48436  -3.08718  0.101
H  -4.14026  -3.15794  2.00629  0.107
H  -0.72748  -0.96831  -3.99474  0.079
H  -1.22895  -2.65960  -1.75540  -0.003
H  0.98215  3.79569  3.09872  0.115
H  4.53176  1.90485  1.68237  0.083
H  -1.13560  4.96969  -1.91487  0.101
H  2.94338  5.17496  -0.62072  0.103
H  1.35364  -1.56229  -5.29843  0.073
H  0.61195  1.89219  4.35661  0.082
H  2.90698  -0.84603  -4.85655  0.069
H  -0.69881  -4.92643  1.38291  0.020
H  -3.86715  -2.36592  -0.25955  0.101
H  1.05184  -6.14225  -2.18533  0.018
H  1.01924  1.38154  -0.98111  0.068
H  2.94265  1.15470  1.43154  0.069
H  -0.64281  -6.28758  0.25215  0.018
H  0.94097  -2.65148  1.06513  -0.008
H  -3.92563  2.02545  4.48265  0.099
H  -2.06261  -4.05723  -1.07284  0.017
H  2.38960  -3.04010  0.11434  -0.005
H  2.68203  -1.78318  -2.54386  0.056
H  2.12019  1.22423  3.74587  0.087
H  -0.42538  0.77068  -4.12472  0.069
H  -4.41218  -0.76851  0.24057  0.107
H  -1.04271  2.48868  -1.79410  0.113
H  -1.23675  -4.20669  -2.62270  0.023
H  1.08934  -2.47176  -2.88049  0.026
H  -1.80562  0.74700  4.56628  0.113
H  3.41117  3.23680  3.21123  0.108
H  -0.65319  -0.00214  -2.53656  0.033
H  1.62984  0.16799  -5.54791  0.066
H  2.47012  -5.40928  -1.42802  0.021
H  -1.05531  1.67777  0.48041  0.074

Cartesian forces, eV/Å:
0.059 -0.196 0.215
0.063 -0.160 0.093
0.024 -0.052 0.107
-0.001 0.055 0.021
-0.009 0.027 0.064
-0.089 0.155 -0.051
0.033 0.181 -0.196
-0.133 0.199 -0.118
-0.066 -0.015 0.029
0.013 -0.016 -0.025
-0.030 -0.031 -0.004
0.036 -0.070 0.062
-0.013 -0.008 -0.002
0.015 -0.024 0.038
0.019 0.006 0.019
-0.017 0.062 0.038
0.030 0.062 0.013
-0.009 -0.001 0.002
0.044 -0.019 -0.042
0.029 0.025 0.018
0.005 -0.009 0.031
-0.034 0.065 -0.009
0.034 -0.072 0.153
0.014 0.046 0.028
0.045 -0.037 0.016
-0.020 -0.021 0.002
-0.029 0.036 -0.031
0.011 0.000 0.040
-0.015 0.010 -0.014
0.063 -0.109 -0.127
-0.035 -0.031 -0.002
-0.010 -0.011 0.025
-0.010 0.004 0.005
0.048 -0.080 -0.049
0.004 -0.001 -0.009
-0.002 0.017 0.053
-0.007 0.010 -0.014
0.016 -0.006 0.024
-0.007 0.003 0.002
0.017 0.033 -0.041
0.003 -0.004 -0.001
-0.029 0.001 -0.002
0.008 -0.024 -0.021
0.003 0.003 0.001
-0.013 -0.002 0.002
-0.015 -0.007 0.004
0.011 0.012 0.007
-0.019 -0.011 0.000
-0.019 0.035 -0.019
-0.023 -0.013 -0.013
-0.010 -0.041 0.020
-0.013 0.000 -0.007
0.003 0.002 0.004
-0.011 -0.018 -0.004
0.031 0.013 0.021
0.014 0.001 0.001
-0.012 0.007 0.022
-0.001 0.002 -0.006
-0.028 -0.009 -0.012
0.032 0.024 -0.162
-0.016 0.031 -0.016
-0.009 -0.010 -0.019
0.010 0.038 -0.017
-0.003 0.001 0.006
-0.016 0.000 0.029
-0.009 0.034 -0.034
-0.019 -0.028 0.023
0.029 -0.022 -0.028
0.000 0.014 -0.025
0.004 0.009 0.005
-0.007 -0.005 0.000
0.016 -0.017 -0.023
-0.083 -0.028 -0.017
0.009 -0.013 0.023
0.026 0.016 -0.014
0.003 0.004 -0.023
-0.003 0.002 -0.006
0.026 -0.021 0.007
0.041 0.001 -0.073

---

No. 2
Density functional theory data (ωB97M-V/def2-TZVPD) for a cluster of 5 separate species, H10O5 in total.

Properties
2S+1 = 1
SMILES string = O.O.O.O.O
net charge = 0
calculated total energy = -10400.30135 eV
energy above the lowest of the compared OMol25 structures with the same formula, charge and spin = 52.9 kJ/mol

Last column: Löwdin charge in e.
Atoms and positions in Å:
O  3.39653  4.49212  4.41617  -0.065
O  4.97357  6.81752  3.80586  -0.065
O  4.16324  4.69514  7.01198  -0.103
O  4.96039  7.22744  7.85730  -0.131
O  6.95320  7.22263  5.79624  -0.063
H  6.61856  7.75195  6.54312  0.039
H  4.36380  7.57017  3.72260  0.065
H  4.04808  5.20923  4.27022  0.016
H  7.40286  6.43457  6.11712  0.058
H  5.69612  7.04104  4.41752  0.006
H  3.89025  3.66798  4.26276  0.070
H  3.86166  4.67443  6.05406  0.011
H  4.46047  6.32328  7.87824  0.047
H  4.30619  7.74496  8.38994  0.051
H  3.73698  3.95403  7.49702  0.065

Cartesian forces, eV/Å:
0.554 -0.349 0.150
-0.532 -0.106 -0.303
-0.430 -0.610 0.136
-2.536 -1.234 1.283
0.090 0.503 -0.386
0.066 -0.860 -0.107
0.585 -0.366 0.248
-0.098 0.183 -0.478
-0.232 0.249 0.349
-0.084 0.251 0.245
-0.273 0.423 -0.107
-0.117 -0.262 1.190
1.586 1.570 -0.757
1.069 -0.168 -0.644
0.353 0.776 -0.819

---

No. 3
Density functional theory data (ωB97M-V/def2-TZVPD) for a cluster of 10 separate species, C5H30N2O10 in total.

Properties
2S+1 = 1
SMILES string = CC[C@@H](N)CNC=O.O.O.O.O.O.O.O.O.O
net charge = 0
calculated total energy = -29126.53404 eV
energy above the lowest of the compared OMol25 structures with the same formula, charge and spin = 264.3 kJ/mol

Last column: Löwdin charge in e.
Atoms and positions in Å:
O  -3.63840  -0.59145  0.35944  -0.052
O  -1.68030  -3.02410  0.46497  -0.043
O  -2.49388  1.89941  -0.94876  -0.045
O  -1.54198  3.96125  2.29804  -0.049
O  -0.24924  -0.18698  -2.42305  -0.050
O  3.34783  -2.80790  -0.10069  -0.068
O  0.05341  3.07199  -1.55555  -0.071
O  2.29623  -0.82634  -1.71012  -0.080
O  -2.46130  -2.15458  -2.29183  -0.042
O  0.47883  -2.92609  -1.22743  -0.067
N  2.01236  1.13971  -0.63179  0.063
N  0.43347  2.05845  1.64155  0.075
C  0.79023  0.65730  1.44754  -0.371
C  -0.13677  -0.07862  3.74939  -0.090
C  1.03350  -0.11358  2.74856  -0.211
C  2.12190  0.51127  0.68918  -0.123
C  2.18953  0.41269  -1.73045  -0.314
H  -1.61166  3.09250  2.69962  0.024
H  -0.98251  0.43878  3.28876  0.059
H  2.22571  -0.55638  0.56070  0.085
H  -2.96201  1.37204  -1.59478  0.040
H  0.02095  -1.00252  -1.98695  0.002
H  -4.09045  -0.51643  -0.48471  0.025
H  -0.75284  -3.14865  0.59473  0.016
H  0.04863  0.14601  0.82231  0.150
H  -3.38997  -2.34336  -2.15457  0.048
H  -2.83917  1.71759  -0.06800  0.035
H  -1.32159  3.87686  1.37090  0.013
H  -0.49022  2.26476  1.31132  0.024
H  0.93536  -3.63978  -1.69398  0.074
H  2.06300  0.81704  -2.73775  0.143
H  1.12258  -1.17457  2.48205  0.102
H  1.63404  2.07671  -0.67326  0.097
H  -1.78772  -2.81720  -2.16638  0.015
H  -2.89267  -1.19081  0.26147  -0.003
H  0.37225  2.28398  -2.02565  0.011
H  -0.56006  -1.08094  3.90329  0.068
H  -0.81205  -0.44366  -3.15937  0.048
H  3.39626  -1.98521  -0.63000  0.013
H  1.97914  0.15654  3.21837  0.112
H  2.96691  0.99898  1.18084  0.140
H  1.26068  -2.35271  -1.08155  0.012
H  -0.53286  2.53370  -0.98883  0.000
H  1.02649  2.74345  1.19496  0.082
H  -2.13859  -3.40877  -0.27140  0.013
H  -0.03206  0.25579  4.78057  0.068
H  2.99344  -2.43131  0.71573  0.022

Cartesian forces, eV/Å:
-0.394 0.444 0.373
-1.815 1.295 1.815
0.513 0.766 0.367
-0.522 0.732 0.385
-0.183 0.591 -0.203
-0.085 0.832 0.130
0.233 -1.273 0.381
0.984 0.487 0.285
-0.074 1.710 -0.595
0.758 -0.026 -0.277
0.646 -0.404 0.102
-0.051 -0.292 0.203
1.433 0.200 -0.033
-1.189 -0.701 -0.237
-0.832 -0.635 0.786
-1.110 0.883 -0.649
-1.084 -1.620 -0.436
0.201 -0.063 -0.160
0.070 0.349 0.237
0.617 0.060 -0.122
-0.061 -0.276 0.167
-0.141 -0.217 -0.193
0.229 -0.219 -0.011
0.647 -0.661 -1.079
-0.155 0.022 0.234
0.355 -1.024 0.078
-0.357 -0.482 -0.303
-0.092 -0.070 -0.097
-0.146 -0.322 -0.021
-0.287 -0.180 0.033
0.252 0.938 0.346
0.295 0.130 -0.174
0.252 0.111 -0.262
-0.318 -0.700 0.267
0.243 -0.293 -0.244
0.050 0.504 -0.769
0.289 -0.046 -0.227
-0.125 -0.165 0.210
0.042 -0.555 -0.261
0.007 0.302 -0.079
-0.112 -0.385 0.397
-0.295 0.103 0.077
-0.625 0.779 -0.057
0.304 -0.136 0.125
0.863 -0.549 -0.402
0.626 0.589 -0.296
0.142 -0.534 0.192

---

| no. | E_HOMO (eV) |
| --- | --- |
| 1 | -4.05 |
| 2 | -11.07 |
| 3 | -9.75 |